# 1
{"formula": "C5H11NO3", "method": "ωB97M-V with the def2-TZVPD basis set", "e_lumo_ha": 0.024, "total_charge": 0, "e_above_lowest_ev": 1.7206, "orbital_gap_ev": 9.42, "elements": ["O", "O", "O", "N", "C", "C", "C", "C", "C", "H", "H", "H", "H", "H", "H", "H", "H", "H", "H", "H"], "coordinates": [[0.86, -2.99, 0.23], [2.13, -1.13, 0.31], [-1.37, -1.71, -0.13], [-0.21, -0.97, 0.13], [-0.25, 0.46, -0.04], [0.49, 0.87, -1.31], [-1.78, 0.86, -0.16], [0.35, 1.13, 1.20], [0.94, -1.78, 0.23], [-2.22, 0.43, -1.05], [-0.17, 0.79, 2.09], [0.37, 1.94, -1.48], [0.09, 0.33, -2.17], [-1.09, -2.64, 0.04], [1.55, 0.65, -1.22], [1.40, 0.89, 1.29], [0.24, 2.21, 1.12], [-2.33, 0.52, 0.72], [2.82, -1.80, 0.45], [-1.83, 1.94, -0.23]]}

***

# 2
{"formula": "IO6PPbV", "method": "ωB97M-V with the def2-TZVPD basis set", "e_lumo_ha": -0.011, "total_charge": -1, "orbital_gap_ev": 3.78, "elements": ["Pb", "I", "V", "P", "O", "O", "O", "O", "O", "O"], "coordinates": [[-10.00, 4.14, -8.85], [-9.35, 7.01, -8.26], [-8.96, 2.62, -5.50], [-10.37, 0.84, -7.94], [-9.96, -0.40, -8.68], [-10.79, 1.87, -8.83], [-9.87, 3.63, -6.44], [-9.20, 1.23, -7.12], [-11.81, 0.61, -7.25], [-7.86, 3.58, -4.85]]}

***

# 3
{"formula": "C18H25BN8O3Sn", "method": "ωB97M-V with the def2-TZVPD basis set", "e_lumo_ha": -0.366, "total_charge": 2, "e_above_lowest_ev": 0.7404, "orbital_gap_ev": 5.58, "elements": ["Sn", "O", "O", "O", "N", "N", "N", "N", "N", "N", "N", "N", "C", "C", "C", "C", "C", "C", "C", "C", "C", "C", "C", "C", "C", "C", "C", "C", "C", "C", "B", "H", "H", "H", "H", "H", "H", "H", "H", "H", "H", "H", "H", "H", "H", "H", "H", "H", "H", "H", "H", "H", "H", "H", "H", "H"], "coordinates": [[-0.44, -0.13, 0.36], [2.36, -0.90, 5.78], [1.13, -2.41, 1.65], [0.07, 1.85, 2.56], [-0.62, 1.66, -1.27], [0.75, -0.22, 2.19], [1.84, -1.58, 3.70], [1.58, 0.00, -0.65], [-0.43, -1.08, -2.66], [-0.76, -1.46, -1.38], [-0.22, 1.48, -2.57], [1.72, 0.02, -2.01], [2.81, 0.03, -0.10], [-1.58, -2.53, -1.45], [1.78, -0.64, 4.73], [1.88, 1.83, 4.96], [-1.73, -2.87, -2.80], [1.23, -1.47, 2.45], [-1.01, 3.54, -2.38], [-1.09, 2.90, -1.14], [-1.39, 1.58, 5.25], [-0.45, 2.61, -3.26], [-0.33, 0.51, 5.38], [0.59, 0.82, 3.04], [3.75, 0.01, -1.13], [-2.19, -1.15, 1.84], [-0.99, -1.94, -3.53], [1.33, 3.24, 4.89], [3.03, 0.01, -2.32], [0.97, 0.66, 4.52], [0.50, 0.14, -2.97], [-2.00, -3.00, -0.58], [-2.91, -1.95, 1.57], [-1.46, 3.28, -0.19], [2.97, 0.08, 0.97], [-0.22, 2.67, -4.31], [4.82, 0.00, -1.02], [-1.31, 4.54, -2.60], [0.80, 3.51, 5.80], [2.78, 1.77, 4.33], [-0.78, -0.47, 5.14], [0.01, 0.44, 6.43], [-2.31, -3.68, -3.20], [2.17, 3.93, 4.77], [-2.16, 1.41, 6.01], [-1.87, 1.56, 4.27], [2.21, 1.61, 5.99], [3.33, 0.01, -3.35], [-0.82, -1.82, -4.59], [0.84, 0.16, -4.12], [-2.13, -1.07, 2.94], [-2.59, -0.21, 1.45], [-0.96, 2.58, 5.41], [0.67, 3.35, 4.02], [2.29, -2.47, 3.90], [-1.18, -1.51, 1.48]]}

***

# 4
{"formula": "C3H3NO2", "method": "ωB97M-V with the def2-TZVPD basis set", "e_lumo_ha": 0.010, "total_charge": 0, "e_above_lowest_ev": 3.0737, "orbital_gap_ev": 10.92, "elements": ["O", "O", "N", "C", "C", "C", "H", "H", "H"], "coordinates": [[0.10, 1.38, -0.73], [-2.01, 0.11, 0.15], [2.67, -0.77, -0.08], [1.60, -0.34, -0.15], [0.27, 0.23, -0.01], [-0.97, -0.53, 0.14], [-0.87, 1.47, -0.83], [0.03, 0.05, 1.22], [-0.82, -1.59, 0.30]]}